1.
This record from the Open Molecules 2025 dataset describes a cluster of 14 separate species, C28H84O14 in total at a distorted geometry. The level of theory is wB97M-V/def2-TZVPD.

```
126
Properties=species:S:1:pos:R:3:mulliken_charge:R:1
C -2.606 -4.208 -1.522 -0.356
C -2.243 -4.971 -2.775 -0.446
O -2.117 -4.060 -3.801 -0.573
H -2.582 -4.873 -0.658 0.418
H -3.592 -3.794 -1.731 0.257
H -1.942 -3.356 -1.371 -0.214
H -2.967 -5.740 -3.042 0.412
H -1.227 -5.355 -2.680 0.210
H -1.958 -4.521 -4.628 0.238
C 5.968 1.714 -0.341 -0.746
C 5.417 0.630 0.530 -0.408
O 4.009 0.753 0.408 0.079
H 5.776 1.492 -1.390 0.048
H 7.038 1.878 -0.206 0.443
H 5.581 2.703 -0.095 -0.048
H 5.639 0.739 1.591 0.336
H 5.705 -0.373 0.214 0.260
H 3.748 0.397 -0.445 0.371
C 1.374 -4.067 -3.436 -1.443
C 1.358 -3.534 -2.063 0.700
O 1.408 -2.140 -2.215 1.207
H 2.370 -3.965 -3.869 0.373
H 0.750 -3.534 -4.154 0.058
H 1.186 -5.141 -3.461 0.457
H 2.146 -3.954 -1.439 0.225
H 0.409 -3.795 -1.594 -0.403
H 0.671 -1.821 -2.742 -0.616
C 3.969 4.786 1.945 -1.071
C 3.218 4.554 0.610 -0.454
O 2.435 3.403 0.691 -0.364
H 4.632 5.651 1.952 0.397
H 4.573 3.921 2.216 0.235
H 3.265 5.000 2.751 0.295
H 3.883 4.361 -0.231 0.363
H 2.529 5.335 0.290 0.402
H 3.080 2.697 0.774 0.017
C -4.005 -2.176 1.319 -0.576
C -3.009 -2.995 2.163 0.345
O -3.709 -3.984 2.846 -0.584
H -4.337 -2.755 0.457 0.279
H -3.470 -1.300 0.954 -0.130
H -4.919 -1.789 1.771 0.408
H -2.458 -2.310 2.807 -0.007
H -2.251 -3.452 1.528 -0.063
H -3.938 -4.669 2.215 0.340
C -1.366 5.956 2.628 -1.359
C -0.032 5.206 2.539 -0.029
O -0.074 4.254 1.465 -0.300
H -1.409 6.700 1.832 0.368
H -1.473 6.515 3.557 0.420
H -2.255 5.339 2.496 0.198
H 0.229 4.706 3.472 0.315
H 0.724 5.970 2.354 0.282
H 0.817 3.902 1.397 0.185
C -4.106 0.165 -2.153 -0.415
C -4.646 -0.726 -3.312 -0.259
O -5.890 -0.132 -3.749 -0.554
H -3.848 1.123 -2.606 0.255
H -3.216 -0.293 -1.722 -0.179
H -4.779 0.361 -1.318 0.505
H -4.855 -1.737 -2.961 0.239
H -3.981 -0.772 -4.175 0.120
H -6.335 -0.659 -4.416 0.297
C -0.230 0.347 -4.143 -0.922
C -0.815 -0.995 -4.516 -0.257
O -1.208 -1.579 -3.254 -0.339
H -0.078 0.897 -5.072 0.481
H 0.796 0.293 -3.779 0.073
H -0.905 0.968 -3.554 0.089
H -0.084 -1.570 -5.084 0.223
H -1.696 -0.823 -5.135 0.513
H -1.739 -2.347 -3.477 0.046
C 0.266 -0.240 4.034 -0.776
C 0.519 1.292 3.907 0.492
O -0.036 2.070 4.989 -0.670
H 0.550 -0.792 3.137 -0.017
H -0.791 -0.492 4.118 0.089
H 0.696 -0.816 4.853 0.439
H 0.089 1.587 2.950 -0.337
H 1.566 1.546 3.746 0.346
H -0.954 1.839 5.151 0.456
C 3.831 -0.624 -4.323 -1.094
C 4.445 -0.797 -2.979 -0.300
O 3.520 -0.467 -1.984 -0.362
H 2.837 -1.052 -4.450 0.021
H 4.525 -1.071 -5.034 0.424
H 3.760 0.437 -4.564 0.336
H 5.331 -0.189 -2.795 0.349
H 4.790 -1.823 -2.851 0.328
H 2.834 -1.138 -1.986 -0.157
C 0.664 0.577 0.265 -0.553
C -0.566 -0.292 0.361 2.116
O -0.361 -1.653 0.266 -0.230
H 1.324 0.326 1.096 0.038
H 0.443 1.640 0.366 -0.142
H 1.280 0.269 -0.580 -0.110
H -1.290 0.039 -0.384 -0.695
H -0.993 -0.085 1.342 -0.440
H -0.152 -1.957 -0.620 -0.351
C -3.758 0.624 3.570 -0.778
C -3.525 1.750 4.545 -0.446
O -2.514 1.431 5.501 -0.581
H -4.389 0.823 2.704 0.406
H -4.244 -0.233 4.036 0.523
H -2.827 0.285 3.115 0.023
H -4.430 1.938 5.123 0.352
H -3.262 2.673 4.028 0.185
H -2.851 0.751 6.089 0.288
C 3.479 -2.201 1.476 -0.429
C 3.101 -3.627 1.610 -0.343
O 3.635 -4.124 2.787 -0.552
H 4.547 -2.005 1.577 0.403
H 2.988 -1.603 2.243 0.172
H 3.112 -1.744 0.557 -0.044
H 3.557 -4.210 0.810 0.309
H 2.023 -3.774 1.549 0.187
H 3.292 -5.019 2.854 0.318
C -2.893 2.588 0.681 0.161
C -2.505 3.175 -0.646 -0.584
O -1.826 4.443 -0.502 -0.630
H -3.587 3.261 1.185 0.516
H -2.038 2.424 1.337 -0.297
H -3.350 1.611 0.521 -0.117
H -3.371 3.260 -1.303 0.387
H -1.710 2.583 -1.100 0.208
H -1.142 4.333 0.163 0.495
```

Values from the calculation:
Frontier orbital gap: 9.0 eV
Relative energy (zero: lowest compared OMol25 entry of this formula, charge and spin): 2.076 eV
HOMO level: -0.3304 Eh

2.
This record from the Open Molecules 2025 dataset describes a structure of composition C28H84O14 at a distorted geometry. The level of theory is wB97M-V/def2-TZVPD.

```
126
Properties=species:S:1:pos:R:3:mulliken_charge:R:1
C -23.882 -7.546 -5.344 0.113
C -24.404 -6.127 -5.260 -0.824
O -23.493 -5.285 -5.826 -0.686
H -23.539 -7.876 -6.325 1.028
H -24.578 -8.311 -5.000 -0.168
H -22.989 -7.696 -4.737 0.675
H -24.673 -5.801 -4.256 0.305
H -25.338 -6.091 -5.821 0.244
H -23.116 -4.795 -5.091 0.463
C -26.447 -8.742 -6.861 -0.065
C -25.576 -9.887 -7.500 1.585
O -25.769 -9.834 -8.897 -0.727
H -26.329 -8.541 -5.796 -0.045
H -27.520 -8.925 -6.924 0.267
H -26.367 -7.776 -7.360 0.459
H -25.706 -10.908 -7.140 -0.657
H -24.499 -9.822 -7.351 -0.421
H -24.893 -9.857 -9.289 0.417
C -24.139 -11.923 -6.674 0.150
C -22.943 -12.884 -6.726 -1.856
O -23.162 -13.576 -7.913 -0.684
H -24.369 -11.714 -5.630 0.069
H -25.052 -12.371 -7.067 1.287
H -24.033 -10.992 -7.231 -0.615
H -22.907 -13.494 -5.823 0.811
H -22.011 -12.346 -6.899 0.775
H -23.768 -14.318 -7.854 0.412
C -22.837 -8.345 -1.864 -0.700
C -22.034 -9.600 -2.290 -0.147
O -21.718 -10.382 -1.192 -0.601
H -22.782 -7.687 -2.732 -0.016
H -22.285 -7.756 -1.132 0.809
H -23.822 -8.549 -1.445 -0.583
H -21.079 -9.365 -2.759 1.756
H -22.699 -10.129 -2.972 -0.782
H -20.771 -10.354 -1.037 0.505
C -22.193 -11.696 -4.617 0.921
C -21.215 -11.495 -3.481 -1.847
O -19.936 -12.069 -3.681 -0.635
H -22.444 -12.741 -4.800 0.050
H -21.861 -11.208 -5.533 -0.142
H -23.060 -11.245 -4.134 1.897
H -21.757 -11.898 -2.626 1.010
H -20.955 -10.443 -3.363 -0.317
H -19.833 -12.627 -2.907 0.465
C -26.835 -7.751 -4.203 0.186
C -26.411 -6.925 -2.954 -1.941
O -25.481 -7.584 -2.145 0.243
H -27.210 -8.739 -3.933 -1.272
H -26.047 -7.866 -4.947 -1.177
H -27.601 -7.216 -4.765 0.712
H -27.317 -6.609 -2.438 0.589
H -26.048 -5.951 -3.282 0.664
H -25.960 -8.146 -1.532 0.352
C -24.281 -9.237 -3.646 -1.009
C -24.922 -10.266 -4.588 0.552
O -26.189 -10.809 -4.151 0.446
H -24.956 -8.408 -3.432 1.448
H -23.333 -8.911 -4.073 -0.067
H -24.028 -9.601 -2.650 0.136
H -24.222 -11.092 -4.714 -1.449
H -25.164 -9.902 -5.586 -1.484
H -26.022 -11.373 -3.393 -1.976
C -24.954 -9.287 -0.539 -1.252
C -26.485 -9.095 -0.258 -1.150
O -26.998 -8.082 -1.060 -0.956
H -24.413 -8.399 -0.212 0.841
H -24.689 -9.455 -1.583 0.797
H -24.585 -10.158 0.001 0.311
H -26.691 -8.818 0.776 0.718
H -26.954 -10.011 -0.618 0.346
H -27.844 -7.948 -0.625 0.588
C -22.440 -10.025 -7.257 0.553
C -21.551 -9.047 -6.465 -1.867
O -22.002 -9.008 -5.188 0.267
H -23.512 -9.879 -7.123 -0.043
H -22.263 -10.954 -6.716 -1.342
H -22.165 -10.206 -8.296 0.458
H -21.477 -8.041 -6.876 0.328
H -20.557 -9.488 -6.394 0.441
H -21.242 -8.824 -4.631 0.134
C -27.937 -12.942 -6.482 -1.376
C -27.923 -12.401 -4.999 -0.617
O -27.713 -10.981 -5.201 -0.750
H -27.112 -12.536 -7.066 0.298
H -28.836 -12.633 -7.016 0.371
H -27.739 -14.009 -6.586 0.343
H -27.013 -12.756 -4.515 0.149
H -28.820 -12.560 -4.400 0.517
H -26.909 -10.733 -4.738 3.915
C -25.400 -13.559 -1.458 -1.666
C -26.029 -12.131 -1.759 -0.551
O -25.166 -11.533 -2.701 -0.892
H -26.033 -14.138 -0.786 0.495
H -24.420 -13.468 -0.989 0.361
H -25.290 -14.149 -2.368 0.325
H -26.124 -11.507 -0.871 0.408
H -26.985 -12.382 -2.219 0.716
H -24.272 -11.480 -2.353 -0.187
C -25.098 -12.985 -4.723 1.490
C -24.660 -14.451 -4.630 -2.599
O -24.113 -14.870 -3.468 -0.521
H -25.607 -12.844 -5.676 -0.208
H -24.166 -12.429 -4.620 1.104
H -25.759 -12.684 -3.910 1.320
H -24.042 -14.796 -5.459 0.684
H -25.557 -15.063 -4.530 0.340
H -23.659 -15.715 -3.517 0.404
C -24.172 -5.467 -0.749 -1.476
C -24.494 -5.524 -2.199 -0.423
O -23.845 -6.584 -2.880 -0.826
H -23.121 -5.711 -0.596 0.318
H -24.620 -6.320 -0.239 0.079
H -24.309 -4.450 -0.382 0.524
H -24.271 -4.551 -2.637 0.446
H -25.582 -5.586 -2.235 0.444
H -24.382 -7.364 -2.722 -0.093
C -28.222 -10.714 -3.071 1.625
C -29.470 -9.953 -2.457 -1.579
O -28.968 -9.233 -1.323 -0.636
H -27.467 -9.975 -3.339 -0.842
H -28.588 -11.321 -3.899 -0.672
H -27.760 -11.333 -2.302 0.136
H -30.236 -10.613 -2.050 0.386
H -30.022 -9.387 -3.207 0.328
H -28.505 -8.437 -1.594 0.305
```

Values from the calculation:
Frontier orbital gap: 7.8 eV
Relative energy (zero: lowest compared OMol25 entry of this formula, charge and spin): 48.004 eV
HOMO level: -0.2833 Eh